# 1
Below is one molecule with the formula C3H5N3 at a distorted geometry, with properties calculated with ωB97M-V/def2-TZVPD.

XYZ file:
```
11
Properties=species:S:1:pos:R:3
H 0.39061 0.58683 1.41604
H -0.41859 -1.33763 -0.87291
C -0.23994 -1.13483 0.18173
N -1.48134 0.97422 -0.26157
N 3.01898 0.11077 -0.17162
C 0.47029 0.22815 0.37732
H -1.60349 -0.15538 0.16759
H -2.09021 1.39174 -0.96462
N -0.23951 1.11689 -0.53043
H 0.30270 -1.96644 0.62680
C 1.89049 0.18567 0.03165
```

Its spin multiplicity is 1. For the gap between HOMO and LUMO (spin up / spin down), the calculation gives 6.92 / 8.25 eV. The value obtained for the calculated total energy is -281.4040 Eh. The value obtained for the energy relative to the best compared isomer or geometry (same formula, charge and spin) is 5.062 eV. Its highest occupied orbital energy (spin up / spin down) is -0.307 / -0.329 hartree.



# 2
Below is a 5-piece molecular cluster, C26H58N3O6 overall at a distorted geometry, with properties calculated with ωB97M-V/def2-TZVPD.

XYZ file:
```
93
Properties=species:S:1:pos:R:3
O -4.02273 2.17895 -4.93917
H -6.57347 2.80775 -7.07669
H -4.00463 5.75402 4.38441
H -4.84494 2.67351 -7.45616
H 3.72297 -1.04520 -0.95851
H 8.07756 -2.49094 -3.43463
C -5.35615 2.14363 -5.42640
C -2.39630 6.02839 3.00727
H 2.95162 -2.91548 1.01417
H -3.81497 5.02818 -3.12798
C 1.71149 -2.87569 -0.75353
H -2.80703 -1.23313 1.79804
H 1.53232 -3.93618 4.84297
H 9.31668 -2.07758 -2.25555
H 9.38771 -3.66277 1.28222
C 8.64042 -3.04119 0.78769
O 1.69384 -1.46006 -0.86911
C 7.28088 -1.78762 -1.55402
H 0.78791 -3.15016 -0.23897
H -3.76608 1.71371 -0.96715
H -0.55871 6.54693 3.53047
H 0.22231 -5.04733 3.40763
H -2.08077 -2.59192 0.90973
C -0.72918 -4.51144 3.32871
H -1.34337 1.64910 -1.28183
C -3.39497 5.10558 3.72214
C -2.02335 -0.74083 -0.24774
N -2.39897 3.18195 1.50818
N -3.56483 2.26420 -0.14320
C -1.17487 1.71483 -0.19772
H 2.62739 0.20827 -1.50856
H 2.05853 -2.27933 5.13289
H 9.12039 -2.10094 0.51000
H -4.61242 -1.40465 0.60963
C 8.07254 -3.76054 -0.42382
H -3.47036 4.10958 -5.44437
H -4.94162 3.66566 3.41314
C -2.69355 -1.68587 0.79617
H -0.45085 -2.39464 5.02318
H -0.07415 -0.05956 0.63799
H -4.37957 3.43103 -2.59061
C -4.45904 2.99511 0.67625
C 0.16204 -2.41560 4.11515
H -1.11341 -4.48701 5.46712
H -1.53848 0.43778 1.49419
C 2.80372 -0.86935 -1.52751
H 8.85894 -3.97229 -1.15600
H 3.83744 -3.22363 -0.47490
C -4.30511 4.10694 -3.44617
O -0.50082 -3.13106 3.08789
H 2.79775 -4.48076 0.19074
N -1.50260 6.74978 3.85073
H 7.55530 -1.10420 -0.74251
H 7.67469 -4.72571 -0.10752
H -1.63136 3.45623 2.10295
O -3.99879 -2.11033 0.36962
H -5.32113 4.35956 -3.75226
H -6.05788 2.45020 -4.64228
C 2.96687 -1.31555 -2.96982
H -0.25831 2.27641 0.03572
H 7.84817 -2.80594 1.50081
C -1.10552 0.28577 0.48223
O 6.99479 -3.07567 -1.03953
O -2.35928 6.19651 1.81366
C 8.33927 -1.78611 -2.64376
C -5.56580 2.96034 -6.68924
H 6.34375 -1.41399 -1.97254
H 2.03938 -1.16648 -3.52585
C -3.73840 3.55085 1.68108
H -5.52691 3.04034 0.48247
C 2.89164 -3.40471 0.03987
C -3.52410 3.45092 -4.57192
C -1.60588 -4.78246 4.53873
H -1.61371 6.41681 4.80598
H -1.37731 -1.33869 -0.90889
H 3.76380 -0.74983 -3.45427
H 1.66669 -3.34044 -1.74392
H 3.22197 -2.37429 -3.03702
H -5.16693 5.05628 2.37676
H 8.43767 -0.78962 -3.07664
H 0.23531 -1.38331 3.76503
C 1.55810 -2.93227 4.41658
H 2.15525 -2.97964 3.50421
H -5.57061 1.09659 -5.64305
H -2.84136 -0.25198 -0.80856
C -2.38142 2.42348 0.42412
H -2.88450 4.40561 4.41075
H -5.43946 4.02887 -6.50416
H -2.49582 3.28862 -4.24258
H -1.22945 -4.89535 2.43802
H -2.53986 -4.22167 4.47039
H -1.83677 -5.84570 4.60942
C -4.38925 4.38845 2.77954
```

Its spin multiplicity is 1. As for the net charge: +1. For the gap between HOMO and LUMO, the calculation gives 8.57 eV. The value obtained for the calculated total energy is -1640.8813 Eh. Its highest occupied orbital energy is -0.407 hartree.



# 3
Below is one molecule with the formula C9H9F2N3S at a distorted geometry, with properties calculated with ωB97M-V/def2-TZVPD.

XYZ file:
```
24
Properties=species:S:1:pos:R:3
C 1.73812 0.63638 4.24141
N 0.01806 -0.54447 0.62075
N 1.79083 -0.77131 -1.37893
H -1.01099 1.81496 -0.89239
F 0.13567 -0.62708 5.32959
N 2.19792 -0.26607 -3.81237
C 0.61657 -0.18087 4.18739
C 0.05394 -0.60020 2.97752
H 2.10920 0.88112 0.82852
H 0.58134 2.42334 -1.32372
C 1.65656 0.79251 1.82789
H -0.75459 -1.38632 3.09142
C 0.63150 -0.14298 1.76026
S 0.34457 -0.12996 -0.80253
F 3.31712 1.96151 3.00929
H -1.44404 -0.76871 -2.51389
H -0.37001 1.51471 -2.58772
C -0.14683 1.53096 -1.49978
H -0.53031 -2.06543 -1.91631
C 1.97153 -0.57429 -2.71256
H -1.77275 -1.23223 -0.64196
C 2.23715 1.14551 3.04135
C -1.02418 -1.10640 -1.54987
H 2.28846 1.05447 5.13627
```

Its spin multiplicity is 1. For the gap between HOMO and LUMO, the calculation gives 8.90 eV. The value obtained for the calculated total energy is -1110.3667 Eh. Its highest occupied orbital energy is -0.327 hartree.



Question: What is the calculated total energy in the third record?
Answer: -1110.3667 Eh



Question: The highest calculated total energy belongs to which entry?
Answer: C3H5N3



Question: Number 3 is which compound?
Answer: C9H9F2N3S